1.
C37H49FN3O7P2SScSe2Te2 | the ωB97M-V functional and the def2-TZVPD basis

Structure (XYZ):
```
105
C37H49FN3O7P2SScSe2Te2 (the ωB97M-V functional and the def2-TZVPD basis)
Sc -0.057 -0.387 0.090
O -1.238 3.442 -1.103
C -1.025 2.243 -0.926
O -0.128 1.747 -0.160
C -1.910 1.170 -1.676
O -2.721 1.519 -2.527
O -1.699 -0.027 -1.285
Se 3.012 0.083 0.591
Te 4.618 0.377 2.505
Te 3.919 -3.849 0.111
Se 2.220 -2.128 0.787
C 0.073 -1.579 5.032
C 0.197 -0.075 4.836
S 0.999 0.249 3.267
O -0.088 -0.208 2.288
C 0.804 2.036 3.238
C 1.777 2.783 4.134
H -0.446 -1.803 5.966
H 1.055 -2.053 5.056
H -0.494 -2.015 4.209
H 0.808 0.397 5.608
H -0.783 0.408 4.791
H -0.243 2.229 3.486
H 0.940 2.273 2.180
H 1.636 2.537 5.190
H 1.617 3.857 4.021
H 2.806 2.544 3.865
C 3.827 0.549 -4.161
N 2.996 -0.109 -3.176
C 3.514 -1.416 -2.783
P 1.370 0.118 -3.076
O 0.826 -0.488 -1.822
N 1.229 1.736 -3.305
C 1.948 2.651 -2.415
C 0.048 2.345 -3.917
N 0.561 -0.587 -4.331
C 0.773 -0.190 -5.703
C -0.611 -1.432 -4.126
H 3.890 -0.027 -5.096
H 4.840 0.642 -3.760
H 3.451 1.546 -4.386
H 3.566 -2.096 -3.643
H 2.881 -1.860 -2.023
H 4.509 -1.306 -2.353
H 2.778 2.137 -1.934
H 1.277 3.025 -1.637
H 2.336 3.495 -2.994
H -0.669 1.594 -4.240
H 0.348 2.944 -4.786
H -0.463 2.990 -3.203
H 1.623 0.485 -5.792
H -0.108 0.325 -6.106
H 0.964 -1.069 -6.329
H -0.666 -1.766 -3.096
H -0.540 -2.308 -4.778
H -1.535 -0.885 -4.348
F -1.658 -5.345 -4.190
C -1.600 -4.605 -3.034
C -2.625 -3.727 -2.751
C -2.553 -2.974 -1.588
C -1.483 -3.080 -0.687
C -1.366 -2.231 0.511
C -0.475 -3.999 -1.025
C -0.520 -4.753 -2.190
H -3.455 -3.627 -3.440
H -3.342 -2.265 -1.367
H -0.911 -2.770 1.346
H -2.322 -1.799 0.824
H 0.383 -4.110 -0.371
H 0.280 -5.439 -2.439
O -2.556 1.056 1.405
P -3.919 1.348 1.889
C -4.335 3.107 1.899
C -5.311 3.656 2.730
C -5.619 5.005 2.647
C -4.951 5.810 1.732
C -3.980 5.267 0.906
C -3.666 3.916 0.984
C -5.198 0.573 0.888
C -6.553 0.624 1.216
C -7.491 0.063 0.369
C -7.077 -0.541 -0.817
C -5.734 -0.587 -1.145
C -4.783 -0.035 -0.292
C -4.164 0.774 3.591
C -3.630 1.521 4.642
C -3.631 1.019 5.933
C -4.159 -0.242 6.184
C -4.679 -0.996 5.145
C -4.679 -0.491 3.851
H -5.826 3.031 3.451
H -6.374 5.430 3.298
H -5.190 6.865 1.669
H -3.450 5.886 0.193
H -2.893 3.512 0.338
H -6.874 1.103 2.135
H -8.543 0.098 0.626
H -7.812 -0.973 -1.485
H -5.408 -1.044 -2.071
H -3.727 -0.079 -0.541
H -3.200 2.496 4.442
H -3.209 1.604 6.741
H -4.152 -0.641 7.191
H -5.073 -1.987 5.336
H -5.065 -1.090 3.036
```

The charge is -2. As for the LUMO energy: 3.61 eV. The value obtained for the highest occupied orbital energy is -1.197 eV.

***

2.
C5H15IN3O2 | the ωB97M-V functional and the def2-TZVPD basis

Structure (XYZ):
```
26
C5H15IN3O2 (the ωB97M-V functional and the def2-TZVPD basis)
I -0.597 -1.539 -0.387
C 0.158 4.409 -0.777
C 0.315 2.948 -0.314
C -0.716 2.606 0.766
O -0.476 3.289 1.989
C 0.833 3.227 2.488
N 0.059 2.086 -1.509
H 0.849 4.611 -1.591
H 0.421 5.070 0.057
H -0.904 4.564 -0.958
H 1.331 2.682 -0.014
H -0.678 1.535 0.999
H -1.676 2.777 0.274
H 0.715 3.596 3.511
H 1.616 3.722 1.918
H 1.196 2.219 2.740
H 0.992 1.874 -1.855
H -0.209 1.148 -1.193
C 0.033 -6.168 -0.535
O 0.973 -5.755 0.148
N -0.947 -5.353 -0.965
N -0.188 -7.516 -0.770
H -1.687 -5.747 -1.511
H -0.836 -4.351 -0.837
H 0.433 -8.200 -0.390
H -1.015 -7.732 -1.286
```

The charge is -1. As for the LUMO energy: 3.08 eV. The value obtained for the highest occupied orbital energy is -3.897 eV.

***

3.
Cl2H2OSi | the ωB97M-V functional and the def2-TZVPD basis

Structure (XYZ):
```
6
Cl2H2OSi (the ωB97M-V functional and the def2-TZVPD basis)
O -2.493 1.524 1.805
Si -1.496 0.776 0.944
Cl -1.928 -0.762 -0.329
H -0.015 0.610 0.840
Cl 3.075 -0.797 -1.065
H 2.857 -1.351 -2.195
```

As for the LUMO energy: -0.39 eV. The value obtained for the highest occupied orbital energy is -11.345 eV. As for the SMILES: O=[SiH]Cl.Cl.

***

4.
C20H22BCoN3O4 | the ωB97M-V functional and the def2-TZVPD basis

Structure (XYZ):
```
51
C20H22BCoN3O4 (the ωB97M-V functional and the def2-TZVPD basis)
Co 0.734 1.848 -0.436
O 3.139 4.177 1.288
C 2.222 3.676 0.708
O 2.282 2.434 0.256
C -0.292 4.088 -0.196
C -1.404 5.133 -0.258
C -2.594 4.976 0.349
C -2.817 3.794 1.101
C -1.831 2.776 1.085
N -0.695 2.871 0.468
H -1.184 6.020 -0.852
H -3.362 5.729 0.266
H -3.745 3.698 1.640
H -2.093 1.821 1.535
C 0.657 5.355 1.771
C 0.962 4.687 0.491
N 0.095 3.569 -1.521
C 0.913 4.328 -2.233
C 1.619 5.413 -1.713
N 1.506 5.696 -0.407
H 0.262 4.682 2.530
H -0.058 6.165 1.590
H 1.572 5.787 2.149
H 1.139 4.040 -3.254
H 2.255 6.011 -2.345
H 2.128 6.370 0.015
C -1.831 -5.922 0.510
C -0.578 -5.830 -0.358
C 0.342 -7.007 -0.037
C -0.935 -5.911 -1.838
C 0.092 -4.488 -0.074
C 1.405 -4.409 0.366
C 2.053 -3.191 0.614
C 1.296 -2.061 0.390
O 1.690 -0.748 0.491
B 0.616 -0.044 0.070
O -0.448 -0.807 -0.237
C -0.002 -2.114 -0.053
C -0.669 -3.309 -0.292
H -2.386 -6.848 0.331
H -2.515 -5.070 0.331
H -1.554 -5.874 1.568
H -0.196 -7.932 -0.248
H 0.627 -7.003 1.023
H 1.243 -7.001 -0.655
H -1.399 -6.878 -2.060
H -0.023 -5.817 -2.443
H -1.603 -5.108 -2.141
H 1.953 -5.325 0.507
H 3.091 -3.150 0.895
H -1.678 -3.301 -0.687
```

The charge is +1. The expectation value of S² is 6.250. As for the LUMO energy (alpha / beta): -5.42 / -5.46 eV. The value obtained for the highest occupied orbital energy (alpha / beta) is -11.374 / -11.380 eV. Its spin multiplicity is 5.

***

no.,molar mass (u)
1,1218.902
2,276.098
3,117.007
4,438.158